Molecular formula: C5H9N3O
Method: DFT, wB97M-V/def2-TZVPD

Last column: Mulliken charge in e.
Cartesian coordinates (Å):
1 H 1.9812 -1.0374 -2.9324  0.291
2 C 1.7962 -0.6009 -1.9612  -0.467
3 H -1.6750 -1.5001 0.2166  0.251
4 O -0.6583 0.5330 2.6930  -0.638
5 N -2.0495 -0.5367 0.0182  -0.751
6 N 1.0903 -1.6396 -1.1405  -0.581
7 H 1.7846 0.7906 0.9518  0.299
8 H 1.3375 -1.6149 -0.1492  0.289
9 H 0.7973 2.2901 0.7195  0.271
10 C 0.3659 -0.4063 -1.5317  -0.217
11 H -2.8056 -0.4403 0.6700  0.270
12 C -0.3524 0.6269 1.5211  0.427
13 H -0.2818 1.5573 -1.1128  0.258
14 N -1.0360 0.3603 0.3726  0.378
15 C 0.7979 1.2005 0.7333  -0.574
16 C 0.0367 0.6786 -0.5825  -0.151
17 H -0.4008 -0.5654 -2.2893  0.442
18 H 2.6279 -0.0246 -1.4438  0.203

Forces on atoms 1 to 3 (eV/Å):
0.256 0.527 -0.163
0.138 -0.463 1.546
-0.501 0.996 -0.420

HOMO energy   -9.4 eV
ΔE to the lowest compared entry with this formula, charge and spin   3.295 eV
Net charge   0
Kohn-Sham gap   10.232 eV
Maximum force   0.0462 Eh/bohr

Molecular formula: CH3N5O
Method: DFT, wB97M-V/def2-TZVPD

Last column: Mulliken charge in e.
Cartesian coordinates (Å):
1 H 1.9752 1.7196 0.2520  0.287
2 N 1.0028 1.7659 0.1695  -0.586
3 O 1.3608 -0.5645 -0.1474  -0.248
4 N -0.6594 0.0731 -0.3850  0.653
5 C 0.6267 0.5691 -0.0675  0.411
6 N -1.7966 0.5584 0.0130  -0.743
7 N 0.4245 -1.6319 0.1913  -0.106
8 N -0.6699 -1.1463 0.0900  -0.220
9 H -2.5066 1.4128 -0.5216  0.274
10 H -2.2248 0.6345 1.3022  0.278

Forces on atoms 1 to 3 (eV/Å):
2.082 0.307 0.406
-2.538 -1.907 -0.862
0.733 -0.054 0.462

HOMO energy   -9.6 eV
ΔE to the lowest compared entry with this formula, charge and spin   4.875 eV
Net charge   0
Kohn-Sham gap   9.705 eV
Maximum force   0.2347 Eh/bohr

Molecular formula: C26H19N2O5PV
Method: DFT, wB97M-V/def2-TZVPD

Last column: Mulliken charge in e.
Cartesian coordinates (Å):
1 C 2.9894 -3.8858 -2.1256  -0.746
2 H -2.0820 1.4070 -1.4579  0.361
3 C 0.3265 3.9358 1.9491  -0.688
4 O 2.4755 1.4315 -1.9733  -0.608
5 V -0.1705 0.0190 0.5812  -0.052
6 H -0.8860 -5.0000 -0.3573  0.284
7 C 1.7142 3.7060 -0.0306  -0.761
8 H 4.0204 -4.1912 -2.0070  0.450
9 C 1.2660 2.4026 -0.1282  0.508
10 H 2.7841 -3.2622 -0.0843  0.498
11 C -0.8669 1.6886 2.6875  0.181
12 C 0.9827 -4.4802 1.7467  -0.022
13 H -4.9374 -2.2866 0.3090  0.435
14 C -4.1514 -4.2602 0.0807  -0.737
15 O -2.2474 1.3088 -0.5110  -0.506
16 C -0.0480 2.6171 1.7887  0.639
17 C 1.6385 1.3052 -1.1257  0.275
18 H -0.6802 -2.7698 -2.5672  0.450
19 H 2.4236 4.0879 -0.7510  0.533
20 C 1.5230 -2.8910 3.9595  -0.762
21 H 1.5412 5.5015 1.1231  0.456
22 H -5.1186 -4.7388 0.1472  0.424
23 C 0.9640 -2.9861 -1.1961  0.394
24 C 1.0205 -2.3176 2.8015  -0.390
25 H 2.9072 -4.4315 -4.1960  0.423
26 H -3.8450 -0.3701 -0.1332  0.435
27 H 1.7370 -2.2735 4.8216  0.448
28 C 1.7454 -4.2575 4.0156  -0.545
29 O -0.7707 0.4675 2.1899  -0.463
30 C 2.2948 -3.3662 -1.0444  -0.486
31 C -2.8004 -2.2457 0.1268  0.481
32 H 0.5648 -3.7059 -4.4811  0.424
33 C -4.0453 -2.8902 0.1893  -0.898
34 C -1.6314 -3.0351 0.0209  0.455
35 C 1.2142 4.4756 1.0171  -0.200
36 H -3.0874 -6.0851 -0.3087  0.443
37 H 1.6676 -6.1141 2.9407  0.426
38 H 2.1305 -4.7064 4.9211  0.412
39 C -3.0120 -5.0174 -0.1525  -0.870
40 C 0.7334 -3.1078 1.6890  0.439
41 P 0.0411 -2.3080 0.2056  2.037
42 C -2.8557 -0.8098 -0.0272  -0.253
43 H 0.8134 -5.1042 0.8809  0.268
44 N -1.8655 0.0013 -0.1732  0.501
45 C -1.7683 -4.4033 -0.1768  -0.342
46 N 0.4044 1.9175 0.7524  -0.090
47 C 0.3468 -3.0908 -2.4426  -0.403
48 H -0.0494 4.5223 2.7753  0.528
49 C 2.3649 -4.0175 -3.3567  -0.481
50 H 0.8450 -1.2498 2.7746  0.175
51 C 1.0467 -3.6121 -3.5170  -0.796
52 O 0.9133 0.2423 -0.8558  -0.252
53 C 1.4814 -5.0486 2.9051  -0.840
54 O -1.4385 2.0346 3.6782  -0.589

Forces on atoms 1 to 3 (eV/Å):
0.047 -0.005 -0.032
0.148 -0.108 -0.131
-0.042 0.018 0.025

HOMO energy (alpha / beta)   -11.3 / -12.0 eV
Multiplicity   3
Net charge   +1
Kohn-Sham gap (alpha / beta)   7.142 / 7.749 eV
Maximum force   0.0556 Eh/bohr

Molecular formula: CH3O2S
Method: DFT, wB97M-V/def2-TZVPD

Last column: Mulliken charge in e.
Cartesian coordinates (Å):
1 C -0.9368 -0.2437 0.0527  -0.738
2 H 1.5677 1.0104 0.4518  0.018
3 H -1.1581 -0.0631 -1.0149  0.229
4 O -0.1221 2.4805 -0.2930  -0.668
5 S 0.0150 1.1510 0.5190  0.613
6 O -0.0236 1.4353 1.9413  -0.595
7 H -0.1755 -1.0420 0.4522  0.142

Forces on atoms 1 to 3 (eV/Å):
2.426 1.240 0.993
-2.243 -0.419 -0.452
0.494 -0.842 0.311

HOMO energy   -3.6 eV
ΔE to the lowest compared entry with this formula, charge and spin   3.866 eV
Net charge   -1
Kohn-Sham gap   7.733 eV
Maximum force   0.0870 Eh/bohr

Molecular formula: C37H30FeN6O2SSi
Method: DFT, wB97M-V/def2-TZVPD

Last column: Mulliken charge in e.
Cartesian coordinates (Å):
1 C 0.3783 3.4976 -0.8987  -0.221
2 C 1.6741 0.1632 -0.8347  0.376
3 C 3.7908 1.4771 -2.1478  0.694
4 H 1.5306 0.6097 -5.5285  0.446
5 C 3.8874 0.0817 -1.8429  0.674
6 C 0.2079 -1.0591 2.6596  -0.356
7 C -5.1714 0.0839 2.1607  -0.694
8 O 0.6851 1.1463 1.9132  -0.664
9 C 2.4273 -0.0620 2.9369  -0.799
10 C -3.0103 -0.7166 -1.2303  -1.551
11 C -0.1369 -3.3782 3.4391  -0.606
12 C -3.8871 -0.4172 2.2183  -0.856
13 Fe -0.5526 0.9987 0.4034  0.215
14 H 0.2198 1.6277 -3.7208  0.266
15 C 0.5945 -1.7225 -0.0618  -0.919
16 C -1.6585 3.4270 1.8488  -1.250
17 H -2.1563 4.3559 1.5561  0.262
18 S 5.8840 0.6981 -3.0039  0.100
19 H -0.5788 3.5632 1.8449  0.409
20 C 2.8921 -1.2144 3.4960  -1.048
21 N 0.4602 2.1887 -0.7059  0.450
22 C -5.4198 1.3474 1.6387  -0.813
23 C -2.8266 0.3374 1.6988  0.882
24 C 0.2731 -2.1950 -4.1341  -0.721
25 H 3.3437 4.1495 -2.4031  0.580
26 C -0.5159 -0.2346 -2.9468  0.892
27 C 2.0538 -2.3489 3.6656  0.973
28 H -1.1697 -3.2909 3.1368  0.391
29 C 1.5967 1.5442 -1.0922  -0.588
30 H 2.0750 -5.5805 4.7358  0.395
31 C -0.4711 -1.6168 -3.1195  -0.563
32 H -0.3199 -2.1598 0.3098  0.541
33 C 0.9972 -1.3953 -5.0039  -0.606
34 C -3.0846 1.6408 1.2425  -0.132
35 H -1.0369 -2.2534 -2.4526  0.299
36 H 1.6536 -3.5779 -0.0853  0.573
37 H -4.5386 3.1640 0.8874  0.448
38 H 3.5685 -3.6401 4.4783  0.410
39 H -1.9842 3.1357 2.8490  0.404
40 C 2.8205 -0.6053 -1.1759  0.204
41 H 3.9290 -1.2762 3.8008  0.375
42 N 4.8431 1.9363 -2.8014  -0.742
43 H 3.0762 0.7943 2.8110  0.542
44 O -1.9538 2.3949 0.8959  0.421
45 N 0.5825 -0.4143 -0.2651  1.577
46 C -2.3870 2.0865 -2.3104  -1.389
47 H -6.4289 1.7240 1.5742  0.421
48 H -3.2979 -1.2106 -2.1574  0.534
49 H -2.7303 -1.4836 -0.5122  0.367
50 C 1.6951 -4.6480 4.3385  -0.618
51 C 1.6980 -2.5245 -0.3126  -1.505
52 C 2.5265 -3.5656 4.1938  -0.908
53 C -4.3636 2.1490 1.2175  -0.653
54 N 5.0135 -0.4641 -2.2649  -0.713
55 H -5.9961 -0.5156 2.5210  0.417
56 H -3.8852 -0.2043 -0.8380  0.268
57 H -0.3051 -5.4013 4.0878  0.413
58 H 1.5699 -1.8413 -5.8062  0.398
59 H -2.9601 1.8367 -3.2030  0.469
60 C 1.3809 4.2528 -1.4886  -1.450
61 H 3.7197 -2.5343 -1.0733  0.570
62 H -3.0647 2.5429 -1.5925  0.194
63 C 1.0956 0.0675 2.4671  0.843
64 H -0.5378 3.9681 -0.5701  0.679
65 C 2.8337 -1.9537 -0.8645  -0.879
66 N -1.0837 -1.0126 2.3309  -1.299
67 H -1.6445 2.8300 -2.5920  0.346
68 C 0.2271 0.5507 -3.8264  -0.295
69 H 1.2482 5.3173 -1.6043  0.471
70 C 2.5335 3.6133 -1.9301  -0.830
71 Si -1.5812 0.5149 -1.5632  0.853
72 H -3.6744 -1.3928 2.6290  0.467
73 C 0.6986 -2.2609 3.2701  1.027
74 C 0.9734 -0.0184 -4.8457  -0.673
75 C 2.6498 2.2473 -1.7440  0.465
76 N -1.5251 -0.0537 1.5841  1.638
77 C 0.3487 -4.5489 3.9662  -0.720
78 H 0.2817 -3.2706 -4.2533  0.419

Forces on atoms 1 to 3 (eV/Å):
-0.142 0.492 -0.197
0.623 -2.335 0.103
0.723 -0.506 -0.212

HOMO energy (alpha / beta)   -6.4 / -6.4 eV
Net charge   0
Kohn-Sham gap (alpha / beta)   5.692 / 5.696 eV
Maximum force   0.0516 Eh/bohr

Molecular formula: C2H6N2OS
Method: DFT, wB97M-V/def2-TZVPD

Last column: Mulliken charge in e.
Cartesian coordinates (Å):
1 C -0.0544 0.6618 0.7913  0.422
2 H 1.4603 0.1583 -1.2755  0.167
3 O 0.2090 1.4078 1.6722  -0.601
4 H -2.7941 0.3793 -1.0653  0.382
5 S 1.1508 -1.1160 -0.8720  -0.147
6 N 0.5231 -0.5939 0.7228  -0.366
7 H -2.0285 -1.0045 -0.4059  0.322
8 H 1.3362 -0.5501 1.3007  0.358
9 N -1.0667 0.9072 -0.0834  -0.164
10 H -1.4341 1.8492 0.0374  0.247
11 C -1.8381 -0.0458 -0.8884  -0.946
12 H -1.4638 -0.1285 -1.9096  0.327

Forces on atoms 1 to 3 (eV/Å):
-2.152 -1.404 -1.245
0.062 -0.746 -0.045
1.164 1.988 1.890

HOMO energy   -9.6 eV
ΔE to the lowest compared entry with this formula, charge and spin   0.856 eV
Net charge   0
Kohn-Sham gap   10.271 eV
Maximum force   0.0579 Eh/bohr

Molecular formula: C3H2ClNO
Method: DFT, wB97M-V/def2-TZVPD

Last column: Mulliken charge in e.
Cartesian coordinates (Å):
1 C -1.6044 -0.4978 -0.0722  0.524
2 C 1.4392 0.1195 -0.0192  -0.114
3 C 0.0302 0.2383 0.2409  0.084
4 N 0.6405 1.2226 0.6432  -0.399
5 O -1.7978 -1.6820 -0.0146  -0.393
6 H 1.7785 0.2767 -1.1172  0.187
7 H 2.1565 -0.4199 0.7832  0.184
8 Cl -2.6428 0.7427 -0.4441  -0.073

Forces on atoms 1 to 3 (eV/Å):
3.911 -1.478 1.505
2.366 -1.423 0.125
-3.249 -2.999 -1.028

HOMO energy   -10.1 eV
ΔE to the lowest compared entry with this formula, charge and spin   2.941 eV
Net charge   0
Kohn-Sham gap   9.976 eV
Maximum force   0.0883 Eh/bohr